Formula: C23H42N4O5
Source: the OMol25 dataset
Level of theory: the ωB97M-V functional and the def2-TZVPD basis

Each line ends with the Mulliken charge.
Element x y z (Å)
C -28.598 -23.141 28.843  -0.9868
C -27.432 -23.162 27.833  0.6610
C -26.078 -22.763 28.354  -0.9410
O -27.487 -23.805 26.825  -0.5253
H -28.385 -23.811 29.676  0.2706
H -29.577 -23.278 28.384  0.3017
H -28.681 -22.107 29.178  0.3327
H -25.407 -23.425 27.808  0.3121
H -25.963 -23.048 29.400  0.3073
H -25.974 -21.704 28.115  0.2676
C -28.420 -16.863 22.873  -0.9668
C -29.686 -17.407 22.211  0.6612
C -30.803 -18.013 23.064  -0.9239
O -29.736 -17.593 20.982  -0.5559
H -28.019 -17.817 23.215  0.2681
H -28.603 -16.130 23.659  0.3085
H -27.629 -16.571 22.182  0.3245
H -31.728 -17.437 23.056  0.2974
H -30.496 -18.042 24.110  0.2985
H -30.860 -19.054 22.746  0.2886
C -20.224 -13.263 17.102  -1.0501
C -19.624 -13.358 18.495  0.7780
C -20.680 -13.506 19.571  -1.0468
O -18.436 -13.434 18.769  -0.5669
H -20.624 -14.262 16.927  0.3012
H -19.357 -13.097 16.463  0.2992
H -20.991 -12.490 17.138  0.3389
H -21.556 -13.971 19.120  0.3239
H -21.059 -12.541 19.907  0.2824
H -20.129 -13.951 20.400  0.3401
C -18.691 -20.632 36.045  -0.9702
C -19.266 -19.838 37.191  0.7055
C -20.031 -18.583 37.005  -0.9305
O -19.210 -20.427 38.330  -0.5762
H -19.271 -20.473 35.137  0.3250
H -18.852 -21.675 36.318  0.3073
H -17.680 -20.416 35.698  0.2660
H -19.967 -18.214 35.982  0.3023
H -19.533 -17.801 37.578  0.2929
H -21.074 -18.627 37.320  0.2780
C -17.780 -22.688 26.767  -0.8955
C -17.193 -23.315 25.476  0.6287
C -15.687 -23.003 25.147  -1.0011
O -17.904 -23.892 24.707  -0.5122
H -18.068 -21.654 26.572  0.2676
H -16.936 -22.702 27.456  0.3063
H -18.545 -23.380 27.120  0.2789
H -14.927 -22.845 25.912  0.3349
H -15.809 -21.997 24.746  0.2806
H -15.212 -23.606 24.373  0.3117
C -19.695 -9.016 28.195  -0.7390
C -20.878 -9.477 27.391  0.3165
N -21.802 -9.794 26.727  -0.3687
H -19.747 -9.511 29.165  0.2492
H -19.857 -7.963 28.425  0.2509
H -18.668 -9.022 27.830  0.2914
C -26.402 -15.765 32.784  -0.7183
C -26.924 -16.087 31.447  0.2436
N -27.298 -16.338 30.432  -0.3070
H -26.179 -14.698 32.785  0.2537
H -25.604 -16.484 32.969  0.2432
H -27.120 -15.862 33.599  0.2847
C -13.928 -14.266 24.505  -0.7455
C -15.064 -15.212 24.741  0.2739
N -15.936 -15.920 24.914  -0.3240
H -13.863 -14.270 23.417  0.2494
H -12.894 -14.530 24.727  0.2958
H -14.174 -13.249 24.809  0.2507
C -21.986 -15.705 27.213  -0.6781
C -21.809 -15.288 28.614  0.2895
N -21.657 -14.999 29.735  -0.3836
H -21.848 -16.773 27.043  0.2712
H -21.355 -15.107 26.556  0.2594
H -23.050 -15.521 27.065  0.2414

LUMO level: 0.015 Ha
frontier orbital gap: 9.91 eV
E_HOMO: -9.5 eV
SMILES: CC(C)=O.CC(C)=O.CC(C)=O.CC(C)=O.CC(C)=O.CC#N.CC#N.CC#N.CC#N

***

Formula: C23H42N4ORbTa
Source: the OMol25 dataset
Level of theory: the ωB97M-V functional and the def2-TZVPD basis

Each line ends with the Mulliken charge.
Element x y z (Å)
N -1.996 -0.864 -0.666  -0.2794
C -2.864 -1.733 -0.714  0.9942
O -3.752 -2.518 -0.711  -0.4699
Rb -2.270 3.111 0.376  1.0715
Ta -0.083 -0.354 -0.495  -1.0567
N -0.104 1.407 -1.413  0.8165
N 0.539 -1.795 -1.660  0.8627
C -0.651 2.174 -2.605  0.6003
C 0.025 -2.734 -2.708  1.0162
C -0.325 3.665 -2.415  -1.2262
C 0.037 1.684 -3.889  -1.3591
C -2.155 1.927 -2.740  -1.0890
C -0.639 -3.922 -2.015  -1.3311
C 1.155 -3.258 -3.598  -1.7162
C -0.995 -2.015 -3.570  -1.4076
H -0.602 4.076 -1.428  0.0703
H -0.841 4.270 -3.176  0.4618
H 0.754 3.840 -2.521  0.3162
H 1.110 1.921 -3.906  0.4527
H -0.426 2.192 -4.753  0.5347
H -0.092 0.602 -4.028  0.1828
H -2.424 0.875 -2.571  0.0877
H -2.461 2.189 -3.766  0.4176
H -2.790 2.567 -2.100  0.1941
H 0.085 -4.446 -1.381  0.2924
H -1.002 -4.623 -2.783  0.5616
H -1.501 -3.608 -1.419  0.0905
H 1.846 -3.908 -3.047  0.3911
H 1.705 -2.435 -4.070  0.3926
H 0.711 -3.869 -4.398  0.4304
H -1.390 -2.734 -4.306  0.5359
H -0.521 -1.197 -4.124  0.1262
H -1.846 -1.638 -2.995  0.1724
C 1.436 1.477 -1.273  -1.0125
H 1.843 0.594 -0.685  0.4204
H 1.915 1.456 -2.259  0.5306
H 1.748 2.392 -0.741  0.2712
C 1.949 -2.038 -1.175  -1.2969
H 2.165 -1.486 -0.237  0.5504
H 2.098 -3.111 -0.965  0.4994
H 2.685 -1.718 -1.932  0.3103
C 0.803 1.864 6.027  -1.7133
C 0.625 1.885 4.535  -0.0029
C 0.456 3.114 3.901  -0.6475
C 0.303 3.188 2.515  0.3480
C 0.076 4.534 1.854  -2.2610
C 0.297 2.001 1.767  -1.2705
C 0.400 0.740 2.384  2.1513
C 0.618 0.707 3.780  -0.7124
N 0.178 -0.438 1.567  0.1718
C 0.059 -1.783 2.278  1.3328
C 1.409 -2.177 2.894  -1.5688
C -1.098 -1.717 3.276  -1.5498
C -0.294 -2.892 1.306  -2.0297
H 1.686 2.442 6.330  0.3852
H -0.059 2.317 6.533  0.3718
H 0.921 0.841 6.396  0.3739
H 0.447 4.042 4.493  0.4524
H -0.901 4.987 2.145  0.3882
H 0.837 5.259 2.185  0.4728
H 0.171 4.524 0.745  0.4933
H 0.316 2.072 0.652  1.3791
H 0.748 -0.239 4.315  0.3756
H 1.879 -1.388 3.479  0.3521
H 1.255 -3.050 3.549  0.4782
H 2.126 -2.458 2.109  0.2966
H -2.039 -1.506 2.750  0.3113
H -1.183 -2.689 3.785  0.4653
H -0.973 -0.954 4.042  0.4437
H -1.272 -2.753 0.836  0.2586
H 0.485 -3.059 0.549  0.4170
H -0.357 -3.832 1.884  0.6266

LUMO level: -0.241 Ha
total charge: +2
frontier orbital gap: 7.15 eV
E_HOMO: -13.7 eV

***

Formula: C23H43ClN3O5PtSi
Source: the OMol25 dataset
Level of theory: the ωB97M-V functional and the def2-TZVPD basis

Each line ends with the Mulliken spin population.
Element x y z (Å)
O 1.475 -1.371 -1.740  0.1063
C 1.534 -2.312 -0.873  0.1028
C 0.477 -3.310 -0.865  -0.0404
C -0.840 -2.989 -1.190  -0.0232
H -1.131 -1.941 -1.214  0.0065
C -1.708 -4.038 -1.485  -0.0068
H -2.712 -3.777 -1.799  0.0004
C -1.296 -5.360 -1.381  0.0077
H -1.991 -6.163 -1.603  0.0011
C 0.015 -5.639 -1.001  0.0040
H 0.348 -6.662 -0.916  -0.0002
C 0.909 -4.619 -0.730  0.0164
H 1.944 -4.813 -0.436  0.0032
H 2.518 -2.605 -0.648  0.0176
C 2.922 -1.161 1.492  -0.0048
C 1.409 -1.299 1.185  0.0237
H 3.175 -1.820 2.336  0.0104
H 3.070 -0.113 1.810  -0.0103
H 3.577 -1.374 0.620  0.0040
C 0.730 -2.259 1.947  0.2523
C 0.926 -2.498 3.379  -0.0072
H -0.110 -2.802 1.456  0.0330
H 1.037 -3.565 3.522  0.0042
H 0.068 -2.194 3.964  0.0094
H 1.811 -2.021 3.794  0.0018
Pt 0.552 0.439 0.581  1.0464
Cl 0.508 0.675 2.916  0.1691
C -0.887 2.994 1.674  -0.0031
O -0.063 2.745 0.735  0.0387
N -1.155 4.193 2.150  -0.0009
C -0.454 5.381 1.699  0.0022
C -2.125 4.376 3.237  0.0017
H -1.427 2.179 2.186  0.0121
H 0.226 5.099 0.897  -0.0016
H 0.099 5.832 2.528  0.0001
H -1.180 6.124 1.341  -0.0001
H -2.655 3.454 3.418  -0.0005
H -2.844 5.169 2.977  0.0000
H -1.620 4.687 4.170  0.0001
H -1.235 -0.765 -5.099  -0.0001
H -2.483 1.157 -4.176  0.0005
C -1.023 -1.049 -4.047  -0.0006
C -2.092 1.006 -3.155  0.0030
N -0.929 0.150 -3.223  -0.0025
H -0.096 -1.605 -3.982  0.0038
C 0.239 0.532 -2.685  0.0471
O 0.339 1.221 -1.644  -0.0142
H -1.833 1.968 -2.714  -0.0006
H 1.106 0.138 -3.203  0.0171
H -1.870 -1.668 -3.685  0.0009
H -2.885 0.521 -2.567  0.0000
H 5.039 3.577 -0.022  -0.0003
H 5.535 2.554 -2.540  -0.0001
C 5.016 2.499 0.199  0.0003
C 5.249 1.588 -2.113  0.0020
N 4.431 1.766 -0.925  0.0019
H 4.444 2.318 1.103  0.0002
C 3.196 1.293 -0.848  -0.0008
O 2.565 1.372 0.267  0.0438
H 4.679 1.017 -2.850  -0.0002
H 2.782 0.839 -1.767  0.0039
H 6.062 2.171 0.324  0.0000
H 6.171 1.045 -1.865  -0.0001
C -2.806 -0.364 2.466  -0.0009
Si -2.853 0.014 0.623  0.0062
C -3.910 -1.280 -0.254  0.0157
C -3.798 1.636 0.291  0.0001
O -1.350 -0.188 0.039  0.0989
H -3.804 -0.617 2.851  -0.0008
H -2.408 0.467 3.058  0.0030
H -2.141 -1.226 2.618  -0.0003
H -4.931 -1.275 0.157  -0.0018
H -3.981 -1.106 -1.337  -0.0008
H -3.482 -2.280 -0.102  -0.0005
H -3.381 2.511 0.808  0.0002
H -3.855 1.885 -0.779  -0.0001
H -4.839 1.532 0.643  0.0002

LUMO level (alpha / beta): 0.090 / 0.090 Ha
total charge: -1
spin multiplicity: 3
expectation value of S²: 2.034
frontier orbital gap (alpha / beta): 4.21 / 5.20 eV
E_HOMO (alpha / beta): -1.8 / -2.8 eV

***

The calculation returns the following M values, one per record and in order: 454.612 657.032 700.230 g/mol.
The calculation returns the following energy relative to the best compared isomer or geometry (same formula, charge and spin) values, one per record and in order: 288.7 0.0 0.0 kJ/mol.